Record 1
Below is a single C21H24N4O4S molecule in a non-equilibrium geometry, with properties calculated with ωB97M-V/def2-TZVPD.

The HOMO-LUMO gap comes out at 8.039 eV. As for the SMILES: Cc1nc(C)c(C(=O)C2=C(O)C(=O)N(CCN3CCOCC3)[C@@H]2c2cccnc2)s1. The value obtained for the relative energy (zero: lowest compared OMol25 entry of this formula, charge and spin) is 45.7 kcal/mol. The lowest unoccupied orbital energy is -0.015 Ha. For the HOMO energy, the calculation gives -0.3100 hartree.

Each line ends with the Löwdin charge.
Cartesian coordinates (Å):
1 S 3.034 -3.047 0.318  1.15
2 O 2.212 2.089 0.325  0.09
3 O -0.535 -2.731 1.905  0.10
4 O 3.091 -0.395 1.315  0.06
5 O -1.020 4.099 -4.962  -0.13
6 N -1.618 3.248 -2.272  -0.17
7 N 0.111 1.123 0.243  0.00
8 N -1.928 0.753 3.921  0.07
9 N 2.942 -5.154 1.766  0.09
10 C 1.436 1.163 0.474  -0.39
11 C -0.469 -0.158 0.584  -0.17
12 C -2.499 2.982 -3.397  -0.16
13 C -3.140 0.233 3.830  -0.15
14 C -0.653 2.225 -0.277  -0.10
15 C 1.676 -3.273 1.378  -0.37
16 C 1.821 -0.188 0.968  -0.19
17 C -1.113 0.617 2.893  -0.08
18 C -1.462 -0.036 1.716  -0.17
19 C -0.110 4.355 -3.912  -0.19
20 C 3.674 -4.570 0.882  -0.61
21 C -0.823 4.435 -2.556  -0.15
22 C 0.545 -2.363 1.464  -0.35
23 C 4.954 -5.105 0.369  -0.08
24 C -0.851 2.113 -1.799  -0.17
25 C -3.597 -0.438 2.706  -0.05
26 C 0.733 -0.986 0.992  -0.04
27 C 0.857 -5.029 3.043  -0.02
28 C -2.740 -0.571 1.627  -0.02
29 C -1.741 2.909 -4.729  -0.19
30 C 1.814 -4.471 2.057  -0.34
31 H 0.369 5.305 -4.151  0.13
32 H 4.924 -5.190 -0.716  0.08
33 H -0.969 -0.601 -0.287  0.17
34 H -3.052 -1.095 0.735  0.12
35 H -1.509 5.287 -2.565  0.13
36 H -1.625 2.264 0.219  0.13
37 H -0.091 4.582 -1.762  0.12
38 H -0.099 3.138 -0.044  0.13
39 H -3.768 0.362 4.702  0.10
40 H 0.065 -5.563 2.519  0.09
41 H 5.135 -6.082 0.807  0.08
42 H 0.387 -4.233 3.616  0.08
43 H -1.410 1.199 -2.013  0.12
44 H 0.659 3.566 -3.890  0.12
45 H 0.139 2.022 -2.269  0.12
46 H -0.129 1.053 3.013  0.13
47 H -4.594 -0.848 2.675  0.10
48 H -3.048 2.056 -3.220  0.12
49 H 3.564 0.446 1.166  0.13
50 H -1.052 2.049 -4.722  0.12
51 H -3.214 3.809 -3.447  0.13
52 H -2.433 2.805 -5.567  0.12
53 H 5.774 -4.436 0.630  0.08
54 H 1.376 -5.723 3.698  0.08

=====

Record 2
Below is a gas-phase ion, C16H26BClFNO4P (charge -1) in a non-equilibrium geometry, with properties calculated with ωB97M-V/def2-TZVPD.

The HOMO-LUMO gap comes out at 7.635 eV. The total charge is -1. The lowest unoccupied orbital energy is 0.103 Ha. For the HOMO energy, the calculation gives -0.1774 hartree.

Each line ends with the Löwdin charge.
Cartesian coordinates (Å):
1 Cl -0.884 -1.721 3.013  0.24
2 P 0.003 -0.063 2.142  0.65
3 F 0.789 4.939 0.998  -0.06
4 O -1.990 0.266 -1.095  -0.03
5 O 0.011 0.991 3.437  -0.38
6 O 4.268 -2.235 0.535  -0.20
7 O -2.443 -0.076 1.121  -0.09
8 N -5.885 -2.115 -0.978  0.05
9 C 1.667 1.059 -0.513  -0.19
10 C -4.336 -3.951 -1.172  -0.10
11 C -3.249 -3.155 -0.840  -0.05
12 C -3.497 -1.824 -0.559  -0.08
13 C -5.588 -3.400 -1.209  -0.21
14 C -1.312 0.763 1.090  -0.41
15 C -0.155 3.924 0.861  -0.23
16 C -0.390 3.603 -0.583  -0.17
17 C 0.310 0.583 -1.109  -0.11
18 C 4.556 -1.571 -0.677  -0.25
19 C 2.570 -0.112 -0.066  -0.24
20 C -1.423 2.480 -0.812  -0.11
21 C -4.806 -1.385 -0.662  -0.12
22 C 4.890 -1.659 1.668  -0.11
23 C -0.982 1.067 -0.464  -0.44
24 C 3.892 -0.191 -0.838  -0.18
25 B -2.298 -0.827 -0.132  -0.75
26 H -1.663 1.700 1.539  0.11
27 H 2.796 0.016 0.986  0.07
28 H -1.065 4.259 1.358  0.12
29 H 2.231 1.664 -1.222  0.10
30 H 5.506 -0.807 1.386  0.09
31 H -2.323 2.741 -0.263  0.13
32 H -1.691 2.529 -1.862  0.12
33 H -0.795 4.505 -1.046  0.11
34 H -1.272 -1.550 -0.170  0.11
35 H 1.479 1.678 0.362  0.07
36 H 4.117 -1.326 2.359  0.08
37 H 5.489 -2.401 2.195  0.08
38 H -0.162 1.887 3.134  0.01
39 H 5.642 -1.511 -0.810  0.11
40 H 4.188 -2.226 -1.462  0.12
41 H 2.076 -1.075 -0.129  0.11
42 H 3.676 -0.080 -1.899  0.11
43 H -6.426 -4.052 -1.445  0.09
44 H 4.572 0.580 -0.481  0.10
45 H -2.242 -3.537 -0.785  0.10
46 H -4.988 -0.333 -0.467  0.11
47 H 0.226 3.056 1.399  0.08
48 H -4.210 -5.000 -1.401  0.09
49 H 0.304 -0.488 -1.228  0.10
50 H 0.268 0.983 -2.125  0.12
51 H 0.552 3.393 -1.081  0.10

=====

Record 3
Below is a gas-phase ion, C3H6NO4P (charge -2) in a non-equilibrium geometry, with properties calculated with ωB97M-V/def2-TZVPD.

The HOMO-LUMO gap comes out at 6.202 eV. As for the SMILES: O=P([O-])([O-])[C@@H]1CNOC1. The value obtained for the relative energy (zero: lowest compared OMol25 entry of this formula, charge and spin) is 19.8 kcal/mol. The total charge is -2. The lowest unoccupied orbital energy is 0.246 Ha. For the HOMO energy, the calculation gives 0.0180 hartree.

Each line ends with the Löwdin charge.
Cartesian coordinates (Å):
1 P 2.286 -0.016 0.181  0.06
2 O 1.995 0.325 1.651  -0.46
3 O -1.190 -0.552 1.090  -0.22
4 O 2.945 -1.369 -0.023  -0.49
5 O 2.878 1.134 -0.621  -0.49
6 N -0.682 0.784 1.285  -0.09
7 C -0.249 1.177 -0.035  -0.22
8 C 0.514 -0.201 -0.541  -0.28
9 C -0.294 -1.237 0.206  -0.27
10 H 0.250 0.638 1.753  0.05
11 H 0.490 1.969 0.012  0.08
12 H -1.103 1.435 -0.678  0.08
13 H 0.380 -1.877 0.788  0.09
14 H -0.922 -1.866 -0.449  0.09
15 H 0.464 -0.305 -1.627  0.08

=====

Record 4
Below is a gas-phase ion, C8H10NOS (charge +1) in a non-equilibrium geometry, with properties calculated with ωB97M-V/def2-TZVPD.

The HOMO-LUMO gap comes out at 6.662 eV. As for the SMILES: C[C@]12C=CC(=O)C1=[N+]2CCS. The value obtained for the relative energy (zero: lowest compared OMol25 entry of this formula, charge and spin) is 93.8 kcal/mol. The total charge is +1. The lowest unoccupied orbital energy is -0.233 Ha. For the HOMO energy, the calculation gives -0.4775 hartree.

Each line ends with the Löwdin charge.
Cartesian coordinates (Å):
1 S 2.629 -0.534 -0.325  0.71
2 O -3.291 -1.915 0.718  0.20
3 N -0.659 -0.378 0.636  0.12
4 C -2.721 -0.673 -1.319  0.05
5 C -1.880 0.077 0.664  0.14
6 C -1.534 -0.237 -1.609  0.06
7 C -0.973 0.567 -0.407  -0.32
8 C 0.150 -1.450 1.087  -0.13
9 C -0.310 1.830 -0.633  0.01
10 C -2.901 -0.947 0.119  -0.25
11 C 1.199 -1.726 0.037  -0.46
12 H -0.247 2.374 0.315  0.12
13 H -3.405 -1.021 -2.082  0.15
14 H 1.739 -2.600 0.203  0.05
15 H 0.673 1.785 -1.069  0.08
16 H -0.833 2.398 -1.344  0.09
17 H 0.707 -1.758 -0.922  0.06
18 H -0.380 -2.369 0.989  0.14
19 H 0.492 -1.258 2.114  0.17
20 H 3.138 -0.702 0.923  -0.12
21 H -1.018 -0.379 -2.528  0.14

=====

Record 5
Below is a single C4H6O2 molecule, with properties calculated with ωB97M-V/def2-TZVPD.

The HOMO-LUMO gap comes out at 10.892 eV. As for the SMILES: C1OC[C@H]2O[C@@H]12. The value obtained for the relative energy (zero: lowest compared OMol25 entry of this formula, charge and spin) is 45.5 kcal/mol. The lowest unoccupied orbital energy is 0.038 Ha. For the HOMO energy, the calculation gives -0.3623 hartree.

Each line ends with the Löwdin charge.
Cartesian coordinates (Å):
1 O -0.439 0.620 1.455  0.01
2 O 0.947 -0.977 -0.353  -0.11
3 C 1.226 0.415 -0.291  -0.14
4 C -0.044 1.087 0.169  -0.22
5 C -0.430 -1.247 -0.136  -0.14
6 C -1.058 0.049 0.310  -0.22
7 H 1.553 0.793 -1.269  0.13
8 H -0.917 -1.590 -1.061  0.13
9 H -0.265 2.125 -0.070  0.15
10 H -0.507 -2.040 0.616  0.13
11 H 2.030 0.573 0.437  0.13
12 H -2.126 0.224 0.203  0.15

=====

Record 6
Below is a molecular structure, C9H7Cl2IrN9O6S2 in a non-equilibrium geometry, with properties calculated with ωB97M-V/def2-TZVPD.

The HOMO-LUMO gap (alpha / beta) comes out at 7.045 / 5.369 eV. The expectation value of S² is 0.756. The value obtained for the relative energy (zero: lowest compared OMol25 entry of this formula, charge and spin) is 48.0 kcal/mol. The lowest unoccupied orbital energy (alpha / beta) is -0.080 / -0.141 Ha. For the HOMO energy (alpha / beta), the calculation gives -0.3384 / -0.3382 hartree. The spin multiplicity is 2.

Each line ends with the Löwdin charge.
Cartesian coordinates (Å):
1 Ir -0.435 0.238 -0.103  1.47
2 Cl 2.025 0.811 -0.170  0.68
3 Cl 2.476 -2.053 -0.700  0.60
4 S -3.053 0.761 -0.741  0.59
5 S -0.659 3.074 0.177  0.53
6 O -4.301 0.140 -0.993  -0.21
7 O -1.982 0.601 -1.754  -0.35
8 O -0.179 2.291 -1.016  -0.44
9 O 0.025 4.293 0.426  -0.22
10 O -2.332 0.244 0.502  -0.40
11 O -0.609 2.042 1.234  -0.37
12 N 0.155 -0.613 1.613  -0.17
13 N 0.523 -0.403 3.701  -0.03
14 N -0.761 -1.693 -0.484  -0.18
15 N 0.853 0.081 2.578  -0.05
16 N -1.897 -3.547 -0.371  0.07
17 N -0.410 -1.386 3.585  0.08
18 N -1.544 -3.276 -1.652  -0.04
19 N -0.886 -2.190 -1.750  -0.03
20 N -1.415 -2.404 1.682  0.17
21 C -0.629 -1.477 2.300  -0.45
22 C 3.047 -0.639 0.148  -0.91
23 C -4.665 2.890 -0.614  -0.03
24 C -5.020 4.224 -0.450  -0.04
25 C -2.371 3.445 -0.128  -0.22
26 C -4.059 5.161 -0.135  -0.04
27 C -1.412 -2.546 0.319  -0.46
28 C -2.734 4.770 0.028  -0.03
29 C -3.347 2.492 -0.462  -0.22
30 H -5.409 2.151 -0.868  0.12
31 H -4.327 6.201 -0.008  0.12
32 H -1.946 -3.049 2.243  0.16
33 H -1.971 5.490 0.284  0.12
34 H 3.024 -0.797 1.220  0.03
35 H 4.034 -0.375 -0.215  0.04
36 H -6.054 4.517 -0.573  0.12

=====

Electronic energy values, unit Eh, following the record order: -1732.80540; -1907.35728; -814.99135; -838.57464; -306.43380; -3112.33979.